{
  "formula": "CH3NO",
  "method": "wB97M-V/def2-TZVPD",
  "species": ["C", "H", "H", "H", "N", "O"],
  "positions_angstrom": [[-0.230, 0.041, 0.358], [1.653, -0.326, -0.965], [2.153, -0.670, 0.724], [-0.555, -0.411, 1.298], [0.697, -0.904, -0.260], [-0.844, 0.937, -0.173]],
  "largest_force_ev_per_a": 8.39,
  "gap_ev": 9.060,
  "relative_energy_kcal_mol": 123.2,
  "total_charge": 0,
  "homo_energy_ev": -10.54,
  "e_lumo_ha": -0.054
}